Here is a molecular structure, C36H26Cl3N4O4S5V in a non-equilibrium geometry from the OMol25 dataset. Energies are from the ωB97M-V functional and the def2-TZVPD basis.

The geometry in XYZ format:
```
79
Properties=species:S:1:pos:R:3:forces:R:3
V 9.0899 10.9195 12.6607 1.16 -2.44 0.31
C 7.1587 7.2021 12.8047 1.72 0.23 -0.15
O 8.2462 8.0217 13.3284 -1.27 -0.19 0.26
C 8.1587 8.2952 14.6665 -0.16 0.76 0.11
C 7.2468 7.6940 15.5423 0.19 -0.10 -0.34
C 7.4039 7.9395 16.9110 -0.83 -0.58 0.41
C 8.3820 8.7773 17.3984 0.33 0.13 0.05
C 9.2469 9.4267 16.5274 -0.51 0.00 0.39
C 9.0454 9.2981 15.1676 0.94 -0.48 0.50
N 9.9057 10.0121 14.3306 -1.99 0.65 -1.94
N 11.0727 10.3827 14.8329 1.60 -0.94 0.48
C 12.1411 10.3732 13.9903 0.31 1.20 -0.32
C 11.9919 10.2452 12.5406 0.00 -0.59 1.18
O 10.8352 9.9220 12.0467 -0.25 1.17 -0.99
C 13.1274 10.4110 11.6938 0.30 0.26 0.81
C 14.3189 10.8321 12.2405 0.08 -0.19 -0.18
C 14.5574 10.8951 13.6512 -0.50 -0.05 -0.26
C 15.8644 11.1817 14.1125 -0.04 0.28 0.20
C 16.1319 11.2744 15.4679 0.44 -0.21 -0.52
C 15.1091 10.9727 16.3862 -0.48 0.16 -0.40
C 13.8343 10.6615 15.9387 -0.77 -0.25 0.66
C 13.4834 10.6373 14.5617 0.02 0.17 -0.60
H 7.3105 6.1537 13.1286 -0.36 0.50 0.02
H 6.1897 7.6154 13.0526 -0.19 0.00 0.21
H 7.3141 7.2617 11.7333 -0.13 -0.04 -0.16
H 6.4239 7.0519 15.1587 0.93 0.42 0.47
H 6.7663 7.4123 17.6380 0.12 0.36 -0.49
H 8.4556 8.9536 18.4579 0.10 -0.13 0.28
H 10.0971 10.0496 16.8243 -0.60 -0.17 0.14
H 12.9898 10.2147 10.6332 0.03 0.30 0.12
H 15.1642 11.1313 11.6263 -0.09 -0.30 -0.23
H 16.6324 11.3444 13.3356 -0.31 -0.02 0.63
H 17.1480 11.5182 15.8069 -0.49 -0.10 -0.08
H 15.2958 11.0289 17.4544 0.03 -0.13 -0.10
H 13.0672 10.3953 16.6960 0.45 0.30 -0.68
O 2.9031 11.3331 9.8449 0.95 -0.37 0.37
C 3.9942 11.1377 10.3483 -0.57 0.59 0.37
S 5.3883 10.3928 9.5532 -0.50 0.24 -0.18
C 6.5375 10.6453 10.8310 -0.47 0.46 1.97
C 6.0575 11.1396 12.0330 0.65 -0.60 -1.96
S 6.9448 11.3744 13.4935 0.04 0.11 0.30
S 4.4135 11.6571 12.0382 -1.04 -0.22 -0.81
S 8.1888 10.2089 10.5551 0.39 0.12 0.14
Cl 14.4630 13.0539 19.5862 -0.13 -0.05 0.31
C 13.8467 13.7971 18.1584 0.31 0.58 -0.82
C 12.4931 13.9963 17.9484 -0.32 -0.63 0.94
C 12.0544 14.5122 16.7460 0.05 0.52 -0.46
C 12.9352 14.9095 15.7381 0.59 0.11 -0.08
C 12.4151 15.5693 14.4557 -0.28 0.36 0.37
C 12.7186 14.7535 13.1665 -1.03 -1.25 0.49
N 11.4962 14.1101 12.5924 -0.53 0.22 -0.33
C 10.9561 14.3398 11.2953 -0.09 -0.08 1.47
C 9.7865 13.6467 11.2411 0.55 -0.47 1.43
N 9.6474 12.9143 12.4378 0.33 0.63 -0.25
C 10.6369 13.2504 13.2449 1.17 0.67 -1.39
O 13.0127 16.8833 14.3419 -0.61 0.05 -0.21
C 12.1005 18.0159 14.2758 0.39 -0.50 0.28
C 11.1447 17.9693 13.1097 -0.55 -0.92 0.15
C 9.8318 17.5244 13.1692 0.97 0.84 -1.28
Cl 8.9159 16.9999 14.4838 -0.21 -0.19 0.76
S 9.0563 17.5863 11.6211 0.51 -0.03 0.28
C 10.5076 18.1188 10.8761 0.05 0.15 0.17
C 11.5370 18.2659 11.7540 -0.41 -0.03 0.68
C 14.3129 14.7325 15.9922 -0.45 -0.48 0.50
Cl 15.5215 15.0459 14.8036 0.08 0.29 -0.28
C 14.7753 14.1928 17.1920 -1.25 0.01 -0.08
H 11.7703 13.7256 18.7355 0.45 0.08 -0.54
H 10.9879 14.6496 16.5967 0.05 -0.01 -0.03
H 11.3112 15.6699 14.5985 0.74 -0.11 -0.35
H 13.4148 13.9363 13.3769 0.01 0.15 0.01
H 13.1595 15.3870 12.4236 0.06 0.38 -0.39
H 11.4199 14.9922 10.5642 -0.03 -0.05 0.40
H 8.9685 13.6887 10.5519 0.12 -0.36 -0.45
H 10.8307 12.8091 14.2278 -0.01 0.20 -0.36
H 12.7797 18.8705 14.1178 -0.31 -0.28 0.34
H 11.5785 18.1050 15.2582 0.20 0.07 -0.73
H 10.4902 18.3644 9.8334 0.09 -0.07 -0.29
H 12.5471 18.5928 11.5201 -0.27 -0.02 -0.13
H 15.8158 14.0481 17.3758 0.50 -0.07 -0.09
```
Forces are in eV/Å.

Values from the calculation:
Lowest unoccupied orbital energy (alpha / beta): 1.847 / 1.847 eV
Spin multiplicity: 4
HOMO level (alpha / beta): -3.227 / -4.087 eV
Charge: -1
Strongest force on any atom: 2.86 eV Å⁻¹
Relative energy (zero: lowest compared OMol25 entry of this formula, charge and spin): 0.0 kcal/mol
Expectation value of S²: 3.8166

Atomic partial charges in e from the Mulliken method, atoms 1 to 6:
1. V 0.8142
2. C -1.0754
3. O -0.2749
4. C 0.8003
5. C -0.6257
6. C -0.6284